[1]
Density functional theory data (wB97M-V/def2-TZVPD) for a cluster of 3 separate species, C13H32N4O6Si in total.

Each line ends with the Löwdin charge.
Geometry (Å):
H  2.650  -3.933  -0.962  0.05
N  2.517  -2.928  -0.860  0.09
C  3.203  -2.294  -1.720  -0.33
C  3.159  -0.807  -1.819  -0.28
Si  1.891  -0.242  -3.116  0.65
C  0.255  -1.132  -2.943  -0.30
C  -0.466  -1.170  -1.583  -0.29
C  -0.326  0.088  -0.732  -0.11
C  1.681  1.632  -3.254  -0.22
C  2.693  2.598  -2.619  -0.74
N  4.029  2.516  -3.226  0.07
N  2.786  2.312  -1.175  0.08
N  2.249  3.951  -2.873  0.07
H  3.835  -2.804  -2.458  0.11
H  4.140  -0.428  -2.128  0.07
H  2.903  -0.380  -0.849  0.06
H  2.465  -0.696  -4.417  0.00
H  0.442  -2.154  -3.287  0.07
H  -0.392  -0.691  -3.714  0.08
H  -0.060  -2.013  -1.019  0.08
H  -1.529  -1.375  -1.734  0.10
H  0.704  0.234  -0.400  0.05
H  -0.621  0.989  -1.276  0.07
H  -0.966  0.023  0.148  0.05
H  1.655  1.851  -4.327  0.08
H  0.686  1.873  -2.866  0.06
H  4.323  1.550  -3.319  0.05
H  3.994  2.896  -4.166  0.08
H  2.956  3.185  -0.687  0.07
H  3.599  1.735  -0.987  0.06
H  1.347  4.121  -2.444  0.08
H  2.922  4.601  -2.480  0.08
C  -6.222  0.665  -0.803  -0.04
O  -4.906  0.325  -0.353  0.00
C  -4.882  -0.420  0.755  -0.63
O  -5.849  -0.802  1.362  0.12
O  -3.613  -0.669  1.064  -0.01
C  -3.436  -1.470  2.246  -0.02
H  -6.073  1.261  -1.697  0.09
H  -6.791  -0.235  -1.029  0.10
H  -6.750  1.235  -0.041  0.10
H  -3.917  -2.438  2.118  0.10
H  -3.862  -0.968  3.112  0.10
H  -2.367  -1.580  2.371  0.07
C  0.451  -0.593  2.742  -0.04
O  0.894  -0.324  4.080  0.01
C  0.012  -0.660  5.016  -0.62
O  -1.074  -1.147  4.820  0.11
O  0.525  -0.371  6.210  0.01
C  -0.332  -0.685  7.314  -0.04
H  1.258  -0.273  2.092  0.09
H  0.263  -1.658  2.615  0.10
H  -0.456  -0.032  2.526  0.09
H  -0.556  -1.750  7.331  0.10
H  -1.264  -0.127  7.243  0.10
H  0.224  -0.394  8.199  0.09

Computed properties:
Lowest unoccupied orbital energy: 0.7 eV
DFT total energy: -1474.5155 hartree
Kohn-Sham gap: 10.3515 eV
SMILES: [H]/N=C/C[Si@@H](CCC)CC(N)(N)N.COC(=O)OC.COC(=O)OC

***

[2]
Density functional theory data (wB97M-V/def2-TZVPD) for the molecule C3H8FOP.

Each line ends with the Löwdin charge.
Geometry (Å):
C  0.374  1.513  -1.707  -0.22
P  0.362  0.403  -0.428  0.77
C  0.615  0.859  1.287  -0.17
F  1.590  -1.123  -0.141  -0.40
O  -0.947  -0.443  -0.554  -0.31
C  -1.309  -1.699  -0.030  -0.11
H  0.329  1.207  -2.764  0.00
H  1.069  2.406  -1.370  0.03
H  0.202  0.119  1.845  0.00
H  1.713  0.914  1.523  0.08
H  0.265  1.827  1.659  0.07
H  -1.324  -2.566  -0.698  0.10
H  -2.209  -1.555  0.496  0.07
H  -0.730  -1.860  0.882  0.08

Computed properties:
Lowest unoccupied orbital energy: 0.7 eV
Energy above the lowest of the compared OMol25 structures with the same formula, charge and spin: 166.1 kJ/mol
DFT total energy: -635.5068 hartree
Kohn-Sham gap: 9.4508 eV
SMILES: C=[P@](C)(F)OC

***

[3]
Density functional theory data (wB97M-V/def2-TZVPD) for a structure of composition C6H24CdN14O12.

Each line ends with the Löwdin charge.
Geometry (Å):
Cd  2.997  -9.318  4.140  0.52
N  -1.625  -6.072  5.149  -0.73
O  -2.425  -6.905  4.902  0.18
O  -1.856  -4.957  5.447  0.17
O  -0.525  -6.435  5.109  0.17
N  -0.992  -13.343  2.585  -0.70
O  -0.292  -14.306  2.601  0.13
O  -2.158  -13.394  2.331  0.14
O  -0.461  -12.286  2.758  0.13
C  -5.204  -13.999  -3.944  -0.76
O  -5.953  -13.327  -3.263  0.04
N  -5.162  -14.000  -5.264  0.15
N  -4.336  -14.893  -3.477  0.14
H  -4.402  -14.568  -5.613  0.10
H  -5.868  -13.546  -5.825  0.12
H  -3.628  -15.304  -4.069  0.10
H  -4.321  -15.120  -2.493  0.12
C  6.684  -13.599  2.463  -0.75
O  5.957  -12.598  2.511  -0.02
N  8.010  -13.584  2.501  0.16
N  6.153  -14.800  2.378  0.15
H  8.384  -12.678  2.746  0.12
H  8.582  -14.414  2.439  0.11
H  6.730  -15.612  2.547  0.11
H  5.143  -14.807  2.373  0.12
C  3.489  -6.690  -1.649  -0.80
O  3.068  -7.064  -0.557  0.02
N  3.905  -5.527  -1.934  0.15
N  3.546  -7.323  -2.778  0.15
H  3.684  -4.840  -1.227  0.13
H  3.911  -5.272  -2.911  0.12
H  3.093  -8.225  -2.816  0.12
H  3.978  -6.973  -3.622  0.11
C  3.388  -17.239  8.520  -0.85
O  3.227  -18.426  8.489  0.06
N  4.077  -16.666  9.460  0.14
N  3.029  -16.319  7.733  0.17
H  4.477  -17.380  10.050  0.12
H  4.276  -15.677  9.407  0.11
H  2.526  -16.525  6.881  0.13
H  3.318  -15.370  7.923  0.11
C  -4.939  -14.116  8.806  -0.84
O  -5.304  -13.172  8.122  0.04
N  -5.660  -14.779  9.609  0.15
N  -3.824  -14.712  8.751  0.16
H  -5.340  -15.536  10.196  0.12
H  -6.611  -14.465  9.738  0.13
H  -3.705  -15.609  9.199  0.12
H  -3.064  -14.272  8.252  0.13
C  1.544  -20.000  -2.109  -0.88
O  2.524  -19.338  -2.247  0.06
N  1.426  -21.129  -2.727  0.16
N  0.503  -19.646  -1.497  0.18
H  2.274  -21.576  -3.046  0.12
H  0.625  -21.743  -2.691  0.11
H  -0.381  -20.135  -1.489  0.12
H  0.645  -18.810  -0.948  0.13

Computed properties:
Lowest unoccupied orbital energy: -6.4 eV
DFT total energy: -2079.7245 hartree
Kohn-Sham gap: 2.0859 eV

***

Q: Among the records above, which one has the lowest lowest unoccupied orbital energy?
A: C6H24CdN14O12

***

Q: Which value of lowest unoccupied orbital energy does entry 2 give?
A: 0.7 eV